ORCA calculation (wB97M-V/def2-TZVPD) on a 2-piece molecular cluster, C6H12O overall at a distorted geometry.

Gap between HOMO and LUMO = 9.0 eV
E_HOMO = -8.36 eV
Structure (SMILES) = C=C/C(C)=C/C.O
DFT total energy = -310.9918 Eh
Energy above the lowest of the compared OMol25 structures with the same formula, charge and spin = 42.36 kcal/mol

Cartesian coordinates (Å):
C1 -0.308 0.745 -0.506
H1 -0.933 -0.466 -2.244
C2 -0.071 0.066 -1.850
C3 0.117 2.134 -0.341
H2 1.634 -2.143 1.339
C4 -1.238 -1.380 0.335
H3 -1.910 -1.838 1.064
H4 -0.466 -2.130 0.144
H5 -0.498 2.538 1.617
H6 0.095 0.874 -2.568
C5 0.080 2.883 0.772
C6 -0.631 -0.007 0.579
H7 -1.862 -1.311 -0.548
O1 1.879 -3.071 1.199
H8 -0.579 0.462 1.550
H9 0.612 2.593 -1.194
H10 2.711 -3.185 1.633
H11 0.785 -0.594 -1.809
H12 0.582 3.833 0.828